Molecular formula: C39H80N2O7S2
Method: DFT, the ωB97M-V functional and the def2-TZVPD basis

Results
HOMO = -8.4 eV
lowest unoccupied orbital energy = -0.0814 eV
E_tot = -80720.444 eV
SMILES string = CCCCN(CCCC[C@H]1C(=O)O[C@](N)(COCCOCCOCC)[C@H]1OCCOCC)C(=S)SCCC.CCCCCC.CCCCCC

CARTESIAN COORDINATES (ANGSTROEM)
C: 2.15 -1.13 -1.93
C: 1.04 -2.04 -2.47
C: 0.51 -2.94 -1.35
C: -0.84 -3.56 -1.71
N: -1.71 -3.89 -0.54
C: -1.27 -5.10 0.17
C: -0.17 -4.81 1.19
C: -0.65 -3.82 2.26
C: -0.04 -2.41 2.12
C: 0.39 -1.77 3.44
C: 1.57 -0.85 3.02
O: 2.76 -1.14 2.90
O: 1.04 0.39 2.74
C: 0.12 0.66 3.81
N: -0.76 1.72 3.47
C: 1.02 1.02 5.06
O: 2.24 1.61 4.74
C: 2.15 2.92 4.22
C: 3.52 3.57 4.24
O: 3.73 4.18 2.99
C: 4.71 5.19 3.04
C: 4.87 5.82 1.68
O: 3.93 6.87 1.51
C: 4.43 7.95 0.76
C: 5.06 7.55 -0.57
C: -0.54 -0.72 4.08
O: -1.92 -0.87 3.92
C: -2.44 -0.53 2.63
C: -3.31 -1.67 2.10
O: -4.63 -1.29 1.82
C: -4.73 -0.41 0.71
C: -6.05 -0.59 0.01
C: -3.00 -4.03 -1.07
S: -3.77 -5.42 -1.42
S: -3.86 -2.47 -1.32
C: -4.28 -2.53 -3.09
C: -3.44 -1.60 -3.98
C: -2.49 -2.35 -4.93
H: 1.71 -0.23 -1.53
H: 2.89 -0.89 -2.68
H: 2.64 -1.63 -1.10
H: 1.38 -2.64 -3.31
H: 0.22 -1.41 -2.83
H: 0.43 -2.36 -0.44
H: 1.22 -3.75 -1.22
H: -0.75 -4.42 -2.36
H: -1.39 -2.81 -2.27
H: -2.11 -5.44 0.76
H: -0.95 -5.89 -0.51
H: 0.77 -4.52 0.74
H: 0.03 -5.77 1.68
H: -0.36 -4.21 3.24
H: -1.73 -3.77 2.22
H: -0.73 -1.79 1.57
H: 0.84 -2.51 1.50
H: 0.84 -2.44 4.16
H: -0.39 2.34 2.76
H: -1.09 2.22 4.28
H: 0.44 1.63 5.76
H: 1.27 0.11 5.59
H: 1.86 2.88 3.17
H: 1.40 3.53 4.73
H: 3.60 4.30 5.05
H: 4.27 2.79 4.39
H: 5.67 4.77 3.33
H: 4.39 5.97 3.74
H: 5.89 6.19 1.61
H: 4.70 5.06 0.92
H: 3.60 8.62 0.57
H: 5.16 8.52 1.34
H: 4.98 8.35 -1.29
H: 6.10 7.27 -0.40
H: 4.55 6.66 -0.92
H: -0.41 -0.85 5.15
H: -1.67 -0.23 1.94
H: -3.08 0.34 2.75
H: -3.34 -2.43 2.87
H: -2.89 -2.12 1.19
H: -4.61 0.62 1.06
H: -3.90 -0.59 0.02
H: -6.87 -0.63 0.71
H: -6.03 -1.49 -0.60
H: -6.20 0.27 -0.64
H: -4.14 -3.55 -3.42
H: -5.33 -2.33 -3.20
H: -4.14 -1.07 -4.62
H: -2.90 -0.87 -3.39
H: -1.51 -1.89 -4.93
H: -2.32 -3.37 -4.58
H: -2.86 -2.36 -5.95
C: -7.43 -3.89 -0.31
C: -7.98 -4.78 -1.42
C: -8.33 -4.02 -2.69
C: -9.43 -2.97 -2.53
C: -10.76 -3.51 -2.00
C: -11.41 -4.54 -2.91
H: -8.16 -3.15 0.01
H: -7.16 -4.48 0.56
H: -6.53 -3.36 -0.65
H: -8.85 -5.33 -1.05
H: -7.22 -5.53 -1.67
H: -8.62 -4.74 -3.47
H: -7.43 -3.52 -3.07
H: -9.61 -2.50 -3.51
H: -9.08 -2.17 -1.87
H: -11.45 -2.66 -1.87
H: -10.62 -3.93 -1.00
H: -11.59 -4.12 -3.91
H: -12.37 -4.87 -2.51
H: -10.78 -5.43 -3.03
C: 10.93 4.11 -3.58
C: 10.67 3.41 -2.26
C: 9.18 3.21 -1.95
C: 8.38 4.51 -1.81
C: 8.89 5.47 -0.74
C: 8.83 4.89 0.67
H: 10.51 5.12 -3.60
H: 12.00 4.20 -3.77
H: 10.49 3.56 -4.41
H: 11.15 3.96 -1.45
H: 11.14 2.42 -2.28
H: 9.08 2.62 -1.04
H: 8.73 2.61 -2.75
H: 7.34 4.25 -1.59
H: 8.35 5.03 -2.78
H: 8.28 6.37 -0.77
H: 9.91 5.79 -0.97
H: 7.81 4.61 0.92
H: 9.17 5.63 1.40
H: 9.47 4.01 0.78

Atom charges from the Löwdin analysis, given in e for atoms 1 to 8: atom 1 (C): -0.092, atom 2 (C): -0.249, atom 3 (C): -0.191, atom 4 (C): -0.171, atom 5 (N): -0.173, atom 6 (C): -0.223, atom 7 (C): -0.167, atom 8 (C): -0.146